No. 1
Computed, not measured: 4 unconnected molecules or ions with the total composition C10H19Cl3O7, with ωB97M-V/def2-TZVPD.

Each line ends with the Löwdin spin population.
Cartesian coordinates (Å):
Cl 1.59 -0.93 1.56  0.0003
Cl 0.78 1.49 2.91  0.0006
Cl 0.72 -1.11 4.40  0.0001
O -1.54 0.31 -1.39  0.0000
O 5.52 -1.88 -2.27  0.0000
O 4.80 -3.98 -2.66  0.0000
O 4.31 -3.11 -0.68  0.0000
O -5.50 1.69 3.22  0.6282
O -1.02 1.89 0.03  0.0012
O -2.47 2.37 -1.66  0.0018
C 5.57 -4.12 -3.86  0.0000
C -4.69 1.75 2.37  0.1314
C -1.18 3.20 0.60  0.0000
C -3.30 1.08 2.58  0.1145
C 0.54 -0.24 2.80  0.0003
C 4.95 -2.89 -1.89  0.0000
C -1.73 1.59 -1.05  -0.0002
C 4.43 -2.21 0.36  0.0000
C -4.88 2.64 1.14  0.1045
C -2.28 -0.17 -2.50  0.0000
H 4.27 -2.71 1.32  0.0000
H -0.73 3.88 -0.13  0.0000
H 5.10 -3.38 -4.51  0.0000
H 5.47 -1.87 0.35  0.0000
H -2.19 3.53 0.84  0.0000
H -2.28 -1.25 -2.60  0.0000
H -0.62 3.37 1.53  0.0000
H 5.46 -5.01 -4.48  0.0000
H -3.44 0.28 3.30  -0.0003
H -0.49 -0.46 2.54  0.0005
H -2.85 0.70 1.66  0.0069
H -3.32 0.03 -2.26  0.0000
H -4.28 2.24 0.33  0.0056
H 3.85 -1.30 0.26  0.0000
H -5.93 2.57 0.84  0.0001
H -4.60 3.68 1.29  0.0020
H -2.63 1.84 2.98  0.0025
H 6.63 -3.84 -3.83  0.0000
H -2.00 0.30 -3.45  0.0000

Values from the calculation:
**<S²>**: 0.757
**E_LUMO (spin up / spin down)**: -5.45 / -9.45 eV
**HOMO-LUMO gap (spin up / spin down)**: 6.78 / 2.77 eV
**Multiplicity**: 2
**Total charge**: +1
**Highest occupied orbital energy (spin up / spin down)**: -12.22 / -12.22 eV

No. 2
Computed, not measured: a single C10H19ClN2O molecule, with ωB97M-V/def2-TZVPD.

Each line ends with the Mulliken charge.
Cartesian coordinates (Å):
Cl -5.02 -0.66 -0.13  -0.2317
O -0.72 -0.21 1.44  -0.6360
N -1.45 1.20 -0.28  -0.1867
N 0.86 0.72 0.09  0.1740
C -0.46 0.49 0.50  0.3729
C -3.26 -0.53 -0.50  -0.3552
C -2.82 0.85 -0.13  -0.8574
C 3.20 0.69 0.81  -1.4336
C 3.95 -1.12 -0.85  -0.7646
C 4.00 0.37 -0.49  -0.3446
C 1.08 1.95 -0.72  -1.3167
C 2.53 -1.72 -0.79  -0.5235
C 1.84 0.07 0.96  0.2142
C 1.88 -1.46 0.62  -1.2061
H 2.58 -2.78 -1.02  0.3401
H 1.03 1.75 -1.79  0.3677
H -2.76 -1.28 0.12  0.2635
H 4.37 -1.27 -1.80  0.4214
H -3.41 1.59 -0.70  0.4241
H 3.19 1.79 1.05  0.3971
H 1.82 -1.23 -1.49  0.2477
H 4.62 -1.70 -0.13  0.2810
H -3.13 1.01 0.95  0.3222
H 0.40 2.76 -0.52  0.4498
H 5.05 0.72 -0.29  0.3276
H 2.35 -1.96 1.46  0.4423
H 3.62 0.90 -1.41  0.2287
H -3.16 -0.87 -1.51  0.3590
H -1.19 1.40 -1.21  0.2904
H 0.86 -1.81 0.73  0.5339
H 2.06 2.38 -0.58  0.4416
H 1.54 0.22 2.01  0.4782
H 3.81 0.33 1.69  0.4788

Values from the calculation:
**E_LUMO**: 0.62 eV
**HOMO-LUMO gap**: 9.86 eV
**SMILES**: CN(C(=O)NCCCl)C1CCCCC1
**Highest occupied orbital energy**: -9.24 eV
**Energy relative to the best compared isomer or geometry (same formula, charge and spin)**: 0.0 kJ/mol

No. 3
Computed, not measured: a molecular structure, C10H19ClO8S, with ωB97M-V/def2-TZVPD.

Each line ends with the Mulliken charge.
Cartesian coordinates (Å):
Cl 6.26 -3.55 -0.55  -0.1421
S 1.91 -3.45 -0.84  1.0793
O 0.99 -4.63 -0.94  -0.5612
O 2.78 -0.08 -1.21  -0.3044
O 1.31 -2.04 -1.57  -0.2764
O 2.29 -3.20 0.60  -0.5261
O 3.26 -3.54 -1.87  -0.4246
O -2.88 2.41 1.28  -0.2857
O -5.43 1.37 2.37  -0.3760
O 7.20 -1.32 -1.70  -0.4695
C 2.40 -1.19 -2.06  0.3327
C -5.70 0.79 1.10  -0.7120
C 5.02 -1.83 -2.73  -0.4070
C -3.59 3.53 0.79  -0.7854
C 3.68 -2.15 -1.90  -0.2942
C -3.15 2.17 2.67  -0.4664
C -4.13 1.02 2.85  -0.5285
C 1.64 0.78 -0.94  -0.3431
C 0.85 0.36 0.42  -0.7895
C 6.25 -2.12 -1.71  0.4466
H -3.50 3.54 -0.30  0.2398
H -4.89 0.96 0.39  0.3044
H -2.19 1.89 3.13  0.3706
H -5.88 -0.28 1.21  0.3248
H 1.65 0.24 1.24  0.2637
H -6.61 1.26 0.70  0.2462
H 0.16 1.22 0.77  0.2856
H -4.23 0.81 3.92  0.3777
H -3.14 4.45 1.18  0.3139
H 5.14 -2.56 -3.60  0.3599
H 0.89 0.82 -1.82  0.2841
H -4.65 3.50 1.05  0.3323
H 5.12 -0.74 -3.05  0.2962
H -3.51 3.08 3.15  0.3285
H 2.08 1.83 -0.76  0.2772
H 4.01 -1.93 -0.82  0.4323
H 2.08 -0.90 -3.13  0.2833
H 0.26 -0.60 0.30  0.1952
H -3.76 0.11 2.37  0.3179

Values from the calculation:
**E_LUMO**: 0.30 eV
**HOMO-LUMO gap**: 9.69 eV
**Highest occupied orbital energy**: -9.38 eV
**Energy relative to the best compared isomer or geometry (same formula, charge and spin)**: 280.7 kJ/mol

No. 4
Computed, not measured: 3 unconnected molecules or ions with the total composition C10H19FO10S, with ωB97M-V/def2-TZVPD.

Each line ends with the Mulliken charge.
Cartesian coordinates (Å):
S -0.64 3.91 2.53  0.9983
F -1.52 -0.20 2.02  -0.3331
O -0.58 4.41 0.87  -0.3187
O -2.09 -5.96 -2.21  -0.3075
O 0.78 4.36 3.02  -0.4956
O -0.88 2.19 2.43  -0.3156
O -2.95 -3.93 -1.57  -0.5286
O 5.05 3.08 1.89  -0.3129
O 5.71 1.20 0.97  -0.3201
O -1.89 4.38 3.31  -0.5487
O -3.92 -5.24 -3.19  -0.3014
O 3.74 2.14 0.25  -0.5468
C -1.30 0.48 0.71  0.3031
C -2.58 0.14 -0.30  -0.9504
C -2.98 -4.94 -2.25  0.7844
C -1.04 -5.78 -1.26  -0.6006
C -4.93 -4.25 -3.35  -0.6009
C 4.73 2.14 0.97  0.7765
C -1.33 2.10 1.00  -0.0127
C -0.26 3.09 0.24  -0.3638
C 5.50 0.14 0.03  -0.6082
C 4.11 4.14 2.00  -0.4512
H -5.62 -4.59 -4.12  0.2164
H 3.13 3.76 2.31  0.1800
H -0.27 3.10 -0.95  0.3103
H -0.28 0.12 0.22  0.2587
H 6.34 -0.55 0.12  0.2227
H 0.77 2.82 0.77  0.3204
H 4.03 4.69 1.06  0.2812
H -2.43 2.51 1.07  0.2817
H -2.19 0.24 -1.40  0.2755
H 4.46 4.83 2.77  0.2287
H -3.43 0.94 -0.07  0.2891
H 4.58 -0.40 0.26  0.2807
H 5.48 0.53 -0.99  0.2842
H -0.39 -6.65 -1.31  0.2154
H -3.04 -0.92 -0.08  0.2874
H -1.45 -5.71 -0.24  0.2854
H -4.49 -3.30 -3.67  0.2798
H -5.49 -4.12 -2.42  0.2804
H -0.45 -4.89 -1.50  0.2766

Values from the calculation:
**E_LUMO**: 0.22 eV
**HOMO-LUMO gap**: 11.33 eV
**SMILES**: C[C@H](F)[C@@H]1COS(=O)(=O)O1.COC(=O)OC.COC(=O)OC
**Highest occupied orbital energy**: -11.11 eV